[1]
This record from the OMol25 dataset describes a structure of composition C7H4AgO7S2. The level of theory is ωB97M-V/def2-TZVPD.

As for the total energy: -47326.8429 eV. As for the HOMO-LUMO gap: 0.307 Eh. The value obtained for the LUMO energy is 2.69 eV. Its total charge is -1.

Last column: Mulliken charge in e.
Element x y z (Å)
Ag 3.11 -0.11 -0.68  0.435
O 1.37 -1.37 -1.13  -0.791
S 0.59 -2.12 0.00  1.439
O -0.03 -3.33 -0.50  -0.659
O 1.57 -2.28 1.11  -0.695
C -0.69 -0.81 0.09  0.122
C -1.98 -1.29 -0.04  -0.339
C -3.11 -0.49 0.00  -0.516
C -2.90 0.91 -0.02  -0.397
C -1.63 1.44 0.10  -0.765
C -0.50 0.60 0.12  0.311
S 0.96 1.60 0.19  1.653
O 1.47 1.79 -1.17  -0.733
O 0.47 2.76 0.92  -0.706
O 1.86 0.64 0.93  -0.743
H -2.19 -2.35 0.12  0.306
H -4.14 -0.89 -0.07  0.334
H -3.82 1.53 -0.12  0.292
H -1.54 2.53 0.01  0.342
O 6.11 0.80 0.05  -0.175
C 5.02 0.44 0.07  0.284

***

[2]
This record from the OMol25 dataset describes a structure of composition C7H4Br2ClFO2S. The level of theory is ωB97M-V/def2-TZVPD.

As for the total energy: -177577.9817 eV. As for the HOMO-LUMO gap: 0.360 Eh. The value obtained for the LUMO energy is -0.27 eV. The energy above the lowest of the compared OMol25 structures with the same formula, charge and spin comes out at 0.0 kcal per mole.

Last column: Mulliken charge in e.
Element x y z (Å)
C 0.71 0.85 -0.83  -0.426
C 0.62 -0.53 1.16  -0.330
C 1.98 0.37 -1.10  -0.666
C 1.88 -1.02 0.88  -0.627
C 0.05 0.39 0.30  0.081
C 2.55 -0.57 -0.25  0.391
C -2.63 -0.20 -0.45  0.201
O -1.81 2.26 0.04  -0.612
O -2.01 0.70 1.95  -0.586
F -2.22 -0.12 -1.73  -0.174
S -1.61 0.97 0.60  1.172
Cl 4.12 -1.17 -0.60  -0.197
Br -4.45 0.33 -0.29  -0.012
Br -2.34 -1.98 0.19  -0.008
H 0.24 1.58 -1.46  0.436
H 0.07 -0.85 2.03  0.515
H 2.52 0.71 -1.97  0.421
H 2.35 -1.74 1.53  0.422

***

[3]
This record from the OMol25 dataset describes a structure of composition C7H4CaN2O4. The level of theory is ωB97M-V/def2-TZVPD.

As for the total energy: -36908.1748 eV. As for the HOMO-LUMO gap: 0.249 Eh. The value obtained for the LUMO energy is -10.20 eV. Its total charge is +2.

Last column: Mulliken charge in e.
Element x y z (Å)
O 0.59 -2.67 -1.51  -0.035
C 0.58 -1.55 -1.50  -0.159
Ca 0.56 0.36 -1.34  2.909
O -2.05 0.35 -3.01  0.047
C -1.11 0.36 -2.47  -0.349
C 2.23 0.39 -2.47  -0.214
O 3.17 0.40 -3.02  0.048
C 0.54 2.31 -1.49  -0.122
O 0.53 3.40 -1.51  0.016
N -0.74 -1.29 1.21  -0.153
C -0.98 -1.16 2.54  -0.173
C -0.56 0.13 2.92  -0.723
C -0.05 0.77 1.73  -0.257
N -0.15 -0.12 0.67  -0.405
H -0.91 -2.09 0.64  0.136
H -1.39 -1.88 3.13  0.553
H -0.60 0.58 3.87  0.437
H 0.35 1.72 1.63  0.442

***

[4]
This record from the OMol25 dataset describes a structure of composition C7H4CeO5. The level of theory is ωB97M-V/def2-TZVPD.

As for the total energy: -30452.0225 eV. As for the HOMO-LUMO gap (spin up / spin down): 0.128 / 0.177 Eh. The value obtained for the LUMO energy (spin up / spin down) is -15.47 / -15.07 eV. Its spin multiplicity is 2. The energy above the lowest of the compared OMol25 structures with the same formula, charge and spin comes out at 0.0 kcal per mole. The expectation value of S² is 0.8644. Its total charge is +3.

Last column: Mulliken charge in e.
Element x y z (Å)
Ce 0.48 0.38 1.76  1.237
C -0.04 2.09 3.38  0.263
O -0.28 2.90 4.18  0.070
C 0.14 2.19 0.18  0.218
O -0.08 3.07 -0.54  0.031
C -1.81 0.48 0.91  0.227
O -2.93 0.44 0.62  0.031
C 2.72 0.52 0.74  0.281
O 3.78 0.60 0.27  0.035
C 0.15 -2.13 -2.55  -0.509
H 1.09 -2.66 -2.37  0.319
H -0.76 -2.65 -2.25  0.324
C 0.12 -0.89 -3.06  -0.517
H -0.82 -0.37 -3.25  0.324
H 1.04 -0.37 -3.35  0.323
O -1.79 -2.21 2.83  0.040
C -1.02 -1.39 2.51  0.302

***

[5]
This record from the OMol25 dataset describes a structure of composition C7H4Cl16NO3S. The level of theory is ωB97M-V/def2-TZVPD.

As for the total energy: -226146.1038 eV. As for the HOMO-LUMO gap: 0.207 Eh. The value obtained for the LUMO energy is 1.77 eV. Its total charge is -1.

Last column: Mulliken charge in e.
Element x y z (Å)
C -0.93 -1.48 -2.80  -0.828
S 0.90 -1.18 -2.79  1.067
O 1.14 0.15 -3.51  -0.701
O 1.60 -2.32 -3.53  -0.629
C 1.64 -1.10 -1.07  -0.601
N 1.03 0.03 -0.26  -0.175
C 1.97 0.96 -0.25  0.605
O 2.59 2.00 -0.62  -0.562
H -1.14 -2.13 -3.74  0.297
H -1.53 -0.51 -2.83  0.285
H -1.24 -2.04 -1.85  0.285
H 2.74 -0.82 -1.26  0.338
C 0.65 -4.96 -0.73  0.157
Cl 0.68 -3.17 -0.80  -0.022
Cl 1.44 -5.50 0.77  -0.152
Cl -1.04 -5.54 -0.75  -0.199
Cl 1.52 -5.62 -2.13  -0.137
C 0.72 -2.42 3.61  0.247
Cl 2.22 -3.38 3.76  -0.114
Cl -0.68 -3.46 3.97  -0.115
Cl 0.77 -1.07 4.77  -0.129
Cl 0.58 -1.78 1.96  0.117
C -1.67 2.30 1.80  0.205
Cl -2.94 1.97 0.60  -0.101
Cl -0.17 2.78 0.97  0.001
Cl -2.20 3.62 2.87  -0.079
Cl -1.37 0.84 2.78  -0.052
C -1.46 6.76 0.21  0.318
Cl -0.23 6.67 -1.07  -0.091
Cl -2.50 5.33 0.14  -0.025
Cl -0.65 6.84 1.80  -0.096
Cl -2.45 8.22 -0.02  -0.114

***

[6]
This record from the OMol25 dataset describes an isolated molecule of C7H4ClNOS. The level of theory is ωB97M-V/def2-TZVPD.

As for the total energy: -34219.4599 eV. As for the HOMO-LUMO gap: 0.325 Eh. The value obtained for the LUMO energy is 0.39 eV. The energy above the lowest of the compared OMol25 structures with the same formula, charge and spin comes out at 0.0 kcal per mole. As for the structure (SMILES): S=c1[nH]c2cc(Cl)ccc2o1.

Last column: Mulliken charge in e.
Element x y z (Å)
S -3.98 -0.34 0.00  -0.364
C -2.35 -0.14 0.01  0.061
N -1.38 -1.09 -0.01  0.004
C -0.11 -0.50 0.00  0.478
C 1.17 -1.00 -0.01  -0.842
C 2.20 -0.05 0.00  0.330
Cl 3.85 -0.60 0.00  -0.207
C 1.94 1.33 0.00  -0.506
C 0.64 1.81 0.00  -0.781
C -0.37 0.87 0.01  0.787
O -1.72 1.07 0.00  -0.364
H -1.61 -2.07 0.00  0.196
H 1.41 -2.06 0.03  0.397
H 2.79 2.01 0.00  0.399
H 0.42 2.88 -0.03  0.411

***

[7]
This record from the OMol25 dataset describes a structure of composition C7H4MnNO4S4Sb. The level of theory is ωB97M-V/def2-TZVPD.

As for the total energy: -98207.6948 eV. As for the HOMO-LUMO gap (spin up / spin down): 0.189 / 0.183 Eh. The value obtained for the LUMO energy (spin up / spin down) is 0.86 / 0.69 eV. Its spin multiplicity is 5. The energy above the lowest of the compared OMol25 structures with the same formula, charge and spin comes out at 25.3 kcal per mole. The expectation value of S² is 6.0712. Its total charge is -1.

Last column: Mulliken charge in e.
Element x y z (Å)
Mn 0.27 -1.26 0.75  0.083
O 2.31 1.24 -1.84  -0.462
C 1.47 0.60 -1.04  0.398
O 1.76 -0.43 -0.46  -0.084
C 0.10 1.18 -0.85  0.361
C -0.47 2.32 -1.38  -0.432
C -1.78 2.61 -1.01  -0.231
C -2.47 1.77 -0.15  -0.518
C -1.82 0.65 0.34  0.698
N -0.57 0.41 -0.03  -0.605
C -2.34 -0.42 1.29  0.486
O -3.47 -0.34 1.72  -0.655
O -1.46 -1.34 1.54  -0.560
H 3.13 0.73 -1.84  0.417
H 0.08 2.96 -2.06  0.510
H -2.27 3.49 -1.41  0.423
H -3.49 1.97 0.16  0.500
S 4.20 -2.76 0.08  -0.699
Sb 2.40 -3.38 1.28  1.023
S 1.63 -1.48 2.53  -0.485
S 0.47 -3.32 -0.16  -0.485
S 2.32 -5.20 2.56  -0.682

***

[8]
This record from the OMol25 dataset describes an isolated molecule of C7H4N2. The level of theory is ωB97M-V/def2-TZVPD.

As for the total energy: -10300.0713 eV. As for the HOMO-LUMO gap: 0.378 Eh. The value obtained for the LUMO energy is -0.03 eV. The energy above the lowest of the compared OMol25 structures with the same formula, charge and spin comes out at 0.0 kcal per mole. As for the structure (SMILES): C#CC(=C)C(C#N)C#N.

Last column: Mulliken charge in e.
Element x y z (Å)
C -1.93 0.43 -1.79  0.446
C -1.27 0.20 -0.84  -0.902
C -0.50 -0.06 0.35  0.284
C -1.05 -0.41 1.54  -0.964
C 1.07 0.03 0.30  0.501
C 1.69 -1.03 -0.55  0.022
N 2.19 -1.91 -1.12  -0.379
C 1.58 1.36 -0.06  0.016
N 1.90 2.42 -0.36  -0.376
H -2.50 0.36 -2.73  0.415
H -2.11 -0.58 1.50  0.339
H -0.45 -0.62 2.39  0.324
H 1.39 -0.20 1.36  0.274

***

Which value of total energy does entry 2 give?
-177577.9817 eV

***

Among the records above, which one has the highest total energy?
C7H4N2

***

Which value of total energy does entry 5 give?
-226146.1038 eV